1.
Entry from the OMol25 dataset: a 2-piece molecular cluster, C3H8FN3 overall (ωB97M-V/def2-TZVPD).

Positions of all 15 atoms, in Å:
1 C -2.826 0.392 0.823
2 C 2.792 -0.907 -0.679
3 C -1.976 -0.142 -0.307
4 N 1.948 -1.205 0.357
5 N 0.823 -0.698 0.148
6 N -0.199 -0.663 0.826
7 F -2.204 -1.441 -0.644
8 H -3.217 -0.426 1.290
9 H -3.592 0.933 0.509
10 H -2.219 1.156 1.455
11 H 2.588 -1.349 -1.572
12 H 3.855 -1.106 -0.354
13 H 2.836 0.140 -0.817
14 H -1.638 0.412 -1.160
15 H -0.517 -1.506 1.320

Output
Energy relative to the best compared isomer or geometry (same formula, charge and spin) (kJ/mol): 461.8
E_HOMO (alpha / beta) (eV): -7.7 / -7.7
Orbital gap (alpha / beta) (eV): 7.8 / 7.8
LUMO (alpha / beta) (eV): 0.10 / 0.09
Calculated total energy (eV): -10422.7837

2.
Entry from the OMol25 dataset: a 2-piece molecular cluster, C3H8FNO2Si overall (ωB97M-V/def2-TZVPD).

Positions of all 16 atoms, in Å:
1 C -0.264 0.075 0.296
2 C 2.398 0.346 -0.648
3 C 2.015 -0.244 0.671
4 N -1.529 -0.276 0.485
5 O -0.165 1.285 -0.038
6 O 0.677 -0.774 0.711
7 F -1.861 -2.001 1.237
8 Si -3.025 0.122 -0.392
9 H 3.312 0.738 -0.667
10 H 2.216 -0.315 -1.545
11 H 1.667 1.247 -0.929
12 H 2.169 0.316 1.564
13 H 2.464 -1.264 0.840
14 H -3.742 1.215 0.488
15 H -3.773 -1.003 -0.440
16 H -2.560 0.533 -1.634

Output
Energy relative to the best compared isomer or geometry (same formula, charge and spin) (kJ/mol): 186.8
E_HOMO (alpha / beta) (eV): -10.6 / -10.6
Orbital gap (alpha / beta) (eV): 8.4 / 8.5
LUMO (alpha / beta) (eV): -2.20 / -2.13
Calculated total energy (eV): -19416.2182

3.
Entry from the OMol25 dataset: a 2-piece molecular cluster, C3H8IN2 overall (ωB97M-V/def2-TZVPD).

Positions of all 14 atoms, in Å:
1 C 1.124 0.862 0.227
2 C 0.737 -1.741 -0.883
3 C -0.706 1.812 1.388
4 N 1.558 -0.606 -1.219
5 N -0.091 0.833 0.560
6 I 2.753 1.901 0.915
7 H 1.281 -2.436 -0.176
8 H -0.223 -1.536 -0.554
9 H 0.673 -2.464 -1.745
10 H -1.626 1.438 1.612
11 H -0.805 2.618 0.733
12 H -0.106 1.971 2.268
13 H 2.443 -0.776 -0.771
14 H -0.676 0.324 -0.094

Output
Energy relative to the best compared isomer or geometry (same formula, charge and spin) (kJ/mol): 354.0
Total charge: +1
E_HOMO (eV): -14.0
Orbital gap (eV): 9.0
LUMO (eV): -4.96
Calculated total energy (eV): -14310.7696

4.
Entry from the OMol25 dataset: a 2-piece molecular cluster, C3H8IN2 overall (ωB97M-V/def2-TZVPD).

Positions of all 14 atoms, in Å:
1 C 0.378 -1.136 -1.247
2 C 0.595 -0.106 -0.144
3 C -0.130 0.101 1.094
4 N -0.552 1.386 1.354
5 N -0.234 0.141 -1.454
6 I 0.608 -1.269 2.667
7 H 1.221 -1.365 -1.796
8 H -0.158 -2.090 -1.187
9 H 1.667 0.302 -0.205
10 H -1.418 -0.599 0.887
11 H 0.162 2.167 1.349
12 H -1.067 1.500 2.205
13 H 0.054 0.656 -2.330
14 H -1.125 0.312 -1.191

Output
Energy relative to the best compared isomer or geometry (same formula, charge and spin) (kJ/mol): 261.2
Total charge: +1
E_HOMO (eV): -12.9
Orbital gap (eV): 9.2
LUMO (eV): -3.71
Calculated total energy (eV): -14311.7317

5.
Entry from the OMol25 dataset: C3H8IrO3 as an isolated structure (ωB97M-V/def2-TZVPD).

Positions of all 15 atoms, in Å:
1 H -1.208 -1.650 2.268
2 O -2.092 -1.900 1.387
3 O 0.306 -1.291 1.429
4 C 0.960 -0.086 1.306
5 C 0.949 0.454 -0.111
6 O -0.314 0.128 -0.681
7 C -0.618 0.837 -1.884
8 Ir -1.067 -1.546 -0.071
9 H 1.972 -0.134 1.737
10 H 0.378 0.596 1.974
11 H 1.754 0.008 -0.715
12 H 1.083 1.545 -0.096
13 H -1.613 0.524 -2.213
14 H -0.621 1.914 -1.678
15 H 0.130 0.601 -2.653

Output
Energy relative to the best compared isomer or geometry (same formula, charge and spin) (kJ/mol): 25.2
Total charge: +2
E_HOMO (alpha / beta) (eV): -19.8 / -21.4
Orbital gap (alpha / beta) (eV): 10.0 / 7.9
2S+1: 6
LUMO (alpha / beta) (eV): -9.81 / -13.51
Calculated total energy (eV): -12193.6087

6.
Entry from the OMol25 dataset: C3H8N2 in the gas phase (ωB97M-V/def2-TZVPD).

Positions of all 13 atoms, in Å:
1 H -2.038 0.691 -0.049
2 N -1.973 -0.323 0.032
3 C -0.760 -0.719 -0.018
4 N 0.393 0.024 -0.068
5 C 1.651 -0.690 0.027
6 C 0.278 1.463 0.021
7 H -0.632 -1.799 -0.015
8 H 2.494 0.002 0.356
9 H 1.969 -1.126 -0.964
10 H 1.529 -1.547 0.751
11 H -0.646 1.796 -0.665
12 H 1.264 1.893 -0.437
13 H 0.105 1.865 1.092

Output
Energy relative to the best compared isomer or geometry (same formula, charge and spin) (kJ/mol): 193.5
E_HOMO (eV): -8.6
Orbital gap (eV): 9.5
SMILES string: [H]/N=C\N(C)C
LUMO (eV): 0.83
Calculated total energy (eV): -6219.8415

7.
Entry from the OMol25 dataset: C3H8N2 in the gas phase (ωB97M-V/def2-TZVPD).

Positions of all 13 atoms, in Å:
1 C -0.478 0.911 -1.600
2 C -0.825 -0.036 -0.398
3 N 0.177 -1.004 -0.204
4 C 0.911 -0.951 0.819
5 N 0.839 -0.336 2.002
6 H -0.343 0.303 -2.537
7 H -1.299 1.732 -1.699
8 H 0.437 1.447 -1.502
9 H -1.258 0.491 0.400
10 H -1.651 -0.537 -0.770
11 H 1.932 -1.534 0.703
12 H 0.069 0.205 2.172
13 H 1.489 -0.690 2.613

Output
Energy relative to the best compared isomer or geometry (same formula, charge and spin) (kJ/mol): 209.7
E_HOMO (eV): -8.8
Orbital gap (eV): 9.8
SMILES string: CC/N=C\N
LUMO (eV): 0.99
Calculated total energy (eV): -6219.6739

8.
Entry from the OMol25 dataset: C3H8N2 in the gas phase (ωB97M-V/def2-TZVPD).

Positions of all 13 atoms, in Å:
1 C 0.857 -1.334 -0.404
2 C -0.264 -0.299 -0.534
3 N 0.135 0.904 -1.335
4 C -1.106 -0.064 0.538
5 N -1.072 1.292 1.097
6 H 0.390 -2.189 -0.040
7 H 1.799 -1.184 0.173
8 H 1.443 -1.640 -1.389
9 H 1.062 0.847 -1.852
10 H 0.093 1.713 -0.710
11 H -1.668 -0.902 1.047
12 H -1.536 1.366 2.020
13 H -0.134 1.489 1.389

Output
Energy relative to the best compared isomer or geometry (same formula, charge and spin) (kJ/mol): 330.1
E_HOMO (eV): -7.5
Orbital gap (eV): 8.4
SMILES string: C/C(N)=C/N
LUMO (eV): 0.96
Calculated total energy (eV): -6218.4258

9.
Entry from the OMol25 dataset: C3H8N2 in the gas phase (ωB97M-V/def2-TZVPD).

Positions of all 13 atoms, in Å:
1 C 0.251 1.793 0.295
2 C -0.019 0.298 0.244
3 N -0.955 -0.224 1.213
4 C 0.411 -0.478 -0.763
5 N 0.209 -1.882 -0.886
6 H -0.477 2.075 1.056
7 H -0.005 2.319 -0.624
8 H 1.318 1.958 0.448
9 H -0.465 -0.303 2.111
10 H -1.021 -1.218 0.998
11 H 1.071 0.001 -1.471
12 H 0.432 -2.137 -1.837
13 H -0.751 -2.202 -0.785

Output
Energy relative to the best compared isomer or geometry (same formula, charge and spin) (kJ/mol): 171.7
E_HOMO (eV): -7.7
Orbital gap (eV): 8.7
SMILES string: C/C(N)=C/N
LUMO (eV): 1.03
Calculated total energy (eV): -6220.0670

10.
Entry from the OMol25 dataset: a 2-piece molecular cluster, C3H8N2 overall (ωB97M-V/def2-TZVPD).

Positions of all 13 atoms, in Å:
1 H 1.825 -1.724 -0.483
2 N 1.145 -1.610 -1.217
3 C -0.055 -1.417 -0.808
4 N -1.057 -1.273 -1.700
5 H -0.184 -1.348 0.272
6 H -0.683 -1.219 -2.637
7 H -1.931 -0.904 -1.397
8 C -0.531 2.369 2.001
9 C 0.660 1.887 1.688
10 H -0.819 2.416 3.044
11 H -1.290 2.636 1.283
12 H 1.475 1.717 2.382
13 H 1.057 1.840 0.679

Output
Energy relative to the best compared isomer or geometry (same formula, charge and spin) (kJ/mol): 216.9
E_HOMO (eV): -9.2
Orbital gap (eV): 10.2
SMILES string: [H]/N=C/N.C=C
LUMO (eV): 0.99
Calculated total energy (eV): -6219.5986

11.
Entry from the OMol25 dataset: C3H8N2O as an isolated structure (ωB97M-V/def2-TZVPD).

Positions of all 14 atoms, in Å:
1 C -1.441 -0.183 -1.037
2 N -0.031 -0.187 -0.647
3 C 0.253 0.245 0.689
4 N 2.193 -0.791 -0.088
5 C -0.479 1.094 1.413
6 O 1.541 -0.027 1.002
7 H 1.558 -0.166 -1.045
8 H 3.069 -1.055 0.359
9 H 0.317 -1.152 -0.728
10 H -2.045 -0.745 -0.319
11 H -1.833 0.831 -1.081
12 H -1.557 -0.727 -1.972
13 H -1.513 1.278 1.195
14 H -0.032 1.586 2.257

Output
Energy relative to the best compared isomer or geometry (same formula, charge and spin) (kJ/mol): 530.3
E_HOMO (eV): -7.7
Orbital gap (eV): 8.6
LUMO (eV): 0.91
Calculated total energy (eV): -8263.8300

12.
Entry from the OMol25 dataset: C3H8N2O in the gas phase (ωB97M-V/def2-TZVPD).

Positions of all 14 atoms, in Å:
1 C 1.077 1.101 -1.487
2 N -0.151 0.837 -0.730
3 C -0.075 0.544 0.596
4 O 0.866 0.801 1.322
5 C -1.069 -0.521 1.069
6 N -0.486 -1.844 0.638
7 H 1.391 0.229 -2.053
8 H 0.841 1.968 -2.108
9 H 1.891 1.433 -0.848
10 H -0.855 0.335 -1.244
11 H -2.034 -0.391 0.571
12 H -1.136 -0.394 2.148
13 H 0.494 -1.595 0.765
14 H -0.755 -2.501 1.361

Output
Energy relative to the best compared isomer or geometry (same formula, charge and spin) (kJ/mol): 104.5
E_HOMO (eV): -9.6
Orbital gap (eV): 10.6
SMILES string: CNC(=O)CN
LUMO (eV): 0.99
Calculated total energy (eV): -8268.2434

13.
Entry from the OMol25 dataset: a 2-piece molecular cluster, C3H8N2O overall (ωB97M-V/def2-TZVPD).

Positions of all 14 atoms, in Å:
1 H 0.434 4.026 0.624
2 N -0.331 3.512 0.280
3 C 0.153 2.311 0.041
4 N -0.778 1.284 0.012
5 H 1.228 1.792 0.104
6 H -0.712 0.325 0.310
7 H -1.785 1.569 0.242
8 C 0.756 -2.452 0.135
9 C -0.466 -1.850 -0.736
10 O -1.427 -1.207 -0.299
11 H 0.476 -2.619 1.136
12 H 1.096 -3.426 -0.322
13 H 1.554 -1.619 0.292
14 H -0.199 -1.646 -1.819

Output
Energy relative to the best compared isomer or geometry (same formula, charge and spin) (kJ/mol): 308.3
E_HOMO (eV): -8.6
Orbital gap (eV): 8.9
SMILES string: [H]/N=C/N.CC=O
LUMO (eV): 0.26
Calculated total energy (eV): -8266.1306

14.
Entry from the OMol25 dataset: C3H8N2O in the gas phase (ωB97M-V/def2-TZVPD).

Positions of all 14 atoms, in Å:
1 C -1.824 -0.245 0.358
2 N -0.774 0.346 -0.492
3 C 0.469 1.103 -0.366
4 C 1.597 0.101 0.039
5 N 1.202 -1.164 0.076
6 O 2.794 0.352 -0.077
7 H -2.446 0.454 0.855
8 H -1.238 -0.535 1.203
9 H -2.274 -1.165 -0.074
10 H -0.772 0.103 -1.491
11 H 0.469 1.976 0.345
12 H 0.769 1.639 -1.245
13 H 0.191 -1.236 0.276
14 H 1.836 -1.729 0.592

Output
Energy relative to the best compared isomer or geometry (same formula, charge and spin) (kJ/mol): 209.0
E_HOMO (eV): -8.5
Orbital gap (eV): 9.3
SMILES string: CNCC(N)=O
LUMO (eV): 0.78
Calculated total energy (eV): -8267.1601

15.
Entry from the OMol25 dataset: a 2-piece molecular cluster, C3H8N2O overall (ωB97M-V/def2-TZVPD).

Positions of all 14 atoms, in Å:
1 C -2.762 0.074 0.208
2 C -1.477 0.413 0.138
3 N -0.560 -0.044 -0.810
4 H -3.231 -0.586 -0.513
5 H -3.397 0.437 1.000
6 H -1.045 1.104 0.848
7 H -1.002 -0.413 -1.645
8 H 0.184 0.603 -1.041
9 N 1.903 -0.859 0.492
10 C 2.541 0.238 0.062
11 O 2.127 1.020 -0.779
12 H 2.262 -1.356 1.280
13 H 0.933 -1.027 0.236
14 H 3.524 0.396 0.525

Output
Energy relative to the best compared isomer or geometry (same formula, charge and spin) (kJ/mol): 101.3
E_HOMO (eV): -8.4
Orbital gap (eV): 9.4
SMILES string: C=CN.NC=O
LUMO (eV): 0.96
Calculated total energy (eV): -8268.2760

16.
Entry from the OMol25 dataset: C3H8N2O as an isolated structure (ωB97M-V/def2-TZVPD).

Positions of all 14 atoms, in Å:
1 C 1.619 1.228 -0.165
2 C -1.654 -1.604 -0.806
3 C -0.264 -0.294 -0.063
4 N -0.272 -0.442 1.259
5 O 1.278 2.448 0.410
6 N 0.194 0.111 -1.100
7 H 0.564 2.838 -0.113
8 H 0.057 -1.240 1.786
9 H -0.353 0.266 1.979
10 H 2.156 1.342 -1.104
11 H 2.219 0.683 0.557
12 H -1.300 -2.569 -0.454
13 H -2.559 -1.276 -0.302
14 H -1.684 -1.492 -1.884

Output
Energy relative to the best compared isomer or geometry (same formula, charge and spin) (kJ/mol): 584.4
E_HOMO (eV): -7.4
Orbital gap (eV): 8.1
LUMO (eV): 0.73
Calculated total energy (eV): -8263.2693

17.
Entry from the OMol25 dataset: C3H8N2O in the gas phase (ωB97M-V/def2-TZVPD).

Positions of all 14 atoms, in Å:
1 C 1.215 -1.122 -1.194
2 C 0.533 0.022 -0.477
3 N -0.447 -0.473 0.466
4 C -1.321 0.304 1.200
5 N -1.054 1.722 1.207
6 O -2.173 -0.195 1.891
7 H 0.545 -1.567 -1.937
8 H 2.072 -0.779 -1.768
9 H 1.520 -1.919 -0.521
10 H 0.124 0.743 -1.177
11 H 1.290 0.575 0.080
12 H -0.868 -1.380 0.312
13 H -1.275 2.113 0.304
14 H -0.161 1.954 1.612

Output
Energy relative to the best compared isomer or geometry (same formula, charge and spin) (kJ/mol): 69.5
E_HOMO (eV): -9.7
Orbital gap (eV): 10.4
SMILES string: CCNC(N)=O
LUMO (eV): 0.70
Calculated total energy (eV): -8268.6053